[1]
Formula: C24H28ClNOPTi
Source: the OMol25 dataset
Level of theory: the ωB97M-V functional and the def2-TZVPD basis

Properties
Multiplicity: 2
Net charge: +2
Expectation value of S²: 0.755
Relative energy (zero: lowest compared OMol25 entry of this formula, charge and spin) in eV: 0.1355

Last column: Mulliken spin population.
Positions of all 57 atoms, in Å:
Ti: -0.245 1.182 1.132  1.12
Cl: -1.267 2.632 2.506  -0.03
P: -0.917 -0.968 0.157  -0.05
O: 0.613 1.906 -0.430  -0.01
N: 2.158 2.436 1.061  -0.02
C: -2.191 -2.235 -2.060  0.00
C: 0.859 -2.490 1.633  0.00
C: -3.432 -0.484 1.197  0.01
C: 1.878 5.081 -0.493  0.00
C: -1.437 0.030 -2.393  0.01
C: -2.541 -2.654 1.808  0.00
C: -1.538 -1.097 -1.568  -0.02
C: -3.671 -2.872 2.606  0.00
C: 2.888 5.512 0.576  0.00
C: 0.228 -2.384 0.384  0.00
C: -4.554 -0.722 1.988  0.01
C: 1.965 -4.546 0.958  0.00
C: -2.621 -1.109 -4.184  0.00
C: 1.356 -4.430 -0.294  0.00
C: -2.717 -2.240 -3.365  0.00
C: 1.712 -3.560 1.915  0.01
C: 3.251 3.240 1.679  0.00
C: 2.134 3.683 -1.046  0.00
C: 0.510 -3.348 -0.598  0.00
C: 1.630 2.646 -0.138  0.03
C: 2.830 4.675 1.854  0.00
C: -1.984 0.024 -3.677  0.01
C: -4.684 -1.911 2.699  0.00
C: -2.419 -1.448 1.108  -0.05
H: 2.702 6.566 0.835  0.00
H: 0.867 5.157 -0.072  0.00
H: 1.941 1.547 1.597  -0.01
H: 3.324 -4.088 -5.147  0.00
H: -1.924 0.918 -4.294  0.00
H: 3.452 2.777 2.634  0.00
H: 0.087 -3.267 -1.598  0.00
H: 1.654 3.575 -2.022  0.00
H: -2.299 -3.132 -1.445  0.00
H: 2.194 -3.628 2.887  0.00
H: -5.560 -2.090 3.329  0.00
H: 1.912 5.812 -1.313  0.00
H: -3.748 -3.791 3.175  0.00
H: -5.330 0.041 2.058  0.00
H: 2.630 -5.391 1.180  0.00
H: 3.701 -4.451 -4.609  0.00
H: -3.222 -3.124 -3.733  0.00
H: 3.197 3.512 -1.195  0.00
H: 1.828 4.713 2.288  0.00
H: -3.311 0.486 0.696  0.02
H: -0.930 0.932 -2.029  0.00
H: 3.906 5.481 0.159  0.00
H: -3.050 -1.114 -5.195  0.00
H: -1.745 -3.402 1.764  0.00
H: 0.690 -1.723 2.400  -0.01
H: 3.501 5.132 2.592  0.00
H: 4.184 3.181 1.097  0.00
H: 1.553 -5.180 -1.055  0.00

***

[2]
Formula: C24H28F4O24
Source: the OMol25 dataset
Level of theory: the ωB97M-V functional and the def2-TZVPD basis

Properties
Multiplicity: 1
SMILES: O=C1OC[C@@H](F)O1.O=C1OC[C@@H](F)O1.O=C1OC[C@@H](F)O1.O=C1OC[C@@H](F)O1.O=C1OCCO1.O=C1OCCO1.O=C1OCCO1.O=C1OCCO1
Relative energy (zero: lowest compared OMol25 entry of this formula, charge and spin) in eV: 0.0000

Last column: Mulliken charge in e.
Positions of all 80 atoms, in Å:
F: -3.356 -2.561 0.031  -0.35
F: 2.881 3.292 -0.414  -0.28
F: 3.875 3.827 -6.222  -0.32
F: 2.125 -2.593 4.964  -0.35
O: -3.321 4.039 -0.176  -0.31
O: 4.049 1.840 -7.245  -0.33
O: 5.031 1.286 -5.310  -0.30
O: -0.751 -1.694 -1.016  -0.34
O: 4.773 -3.426 1.632  -0.60
O: 0.228 -6.262 1.710  -0.41
O: -1.996 -6.014 1.919  -0.54
O: -0.360 2.818 3.555  -0.60
O: -0.636 3.043 -3.670  -0.32
O: 0.673 1.281 -3.811  -0.50
O: -1.071 2.263 -0.174  -0.07
O: -1.515 -1.883 1.062  -0.39
O: -0.450 0.551 3.579  -0.01
O: -1.920 1.705 4.733  -0.36
O: -1.015 -5.507 -0.012  -0.34
O: 3.279 -2.346 2.987  -0.36
O: 0.818 1.221 0.460  -0.12
O: 0.565 -2.526 0.655  -0.59
O: -3.685 2.654 1.487  -0.32
O: -1.514 0.973 -3.672  -0.34
O: 5.826 0.410 -7.225  -0.50
O: 3.045 -4.530 2.507  -0.34
O: 0.807 3.384 0.472  -0.35
O: -4.226 2.135 -0.643  -0.63
C: 3.784 1.904 -5.015  -0.11
C: -2.579 1.857 -3.303  0.40
C: -2.045 3.328 -3.502  -0.22
C: -3.814 2.898 0.175  0.73
C: -1.186 -0.442 4.325  -0.10
C: -1.019 -6.003 1.253  0.73
C: 3.380 2.545 -6.321  0.40
C: 1.820 -4.142 3.219  -0.14
C: 2.095 1.577 1.024  -0.26
C: 3.785 -3.445 2.387  0.64
C: 5.065 1.108 -6.640  0.56
C: 2.171 3.059 0.734  0.16
C: -2.406 0.352 4.827  -0.40
C: 0.343 -5.702 -0.547  -0.20
C: -2.609 -1.460 0.283  0.23
C: 1.126 -6.331 0.609  -0.13
C: -0.867 1.779 3.895  0.56
C: -2.730 4.793 0.898  -0.25
C: 2.057 -2.686 3.585  1.13
C: 0.081 2.286 0.221  0.21
C: -1.996 -0.960 -0.989  0.76
C: -3.080 3.855 2.062  -0.08
C: -0.460 -2.062 0.230  0.61
C: -0.397 1.769 -3.739  0.61
H: 2.292 2.560 -6.518  0.26
H: 1.177 -7.420 0.426  0.26
H: 2.046 1.279 2.098  0.15
H: -3.265 -0.852 0.792  0.38
H: 1.676 -4.818 4.146  0.34
H: 0.948 -4.259 2.633  -0.14
H: 2.780 0.921 0.425  0.28
H: 2.113 -5.950 0.958  0.21
H: -1.380 -1.287 3.644  0.07
H: -3.196 0.096 4.102  0.22
H: 0.283 -6.290 -1.441  0.37
H: -3.118 5.829 0.960  0.31
H: 0.819 -4.738 -0.849  0.12
H: 3.857 2.617 -4.136  0.22
H: -2.500 3.826 -4.410  0.26
H: 2.960 1.174 -4.768  0.11
H: -2.789 0.140 5.788  0.36
H: -3.444 1.633 -3.967  0.40
H: 1.295 -2.006 3.198  -0.22
H: -2.240 3.695 2.700  0.00
H: -2.129 4.022 -2.699  0.14
H: -1.740 0.094 -0.790  -0.85
H: -1.664 4.783 0.678  0.09
H: -3.866 4.241 2.699  0.38
H: -0.554 -0.816 5.094  0.32
H: 2.422 3.770 1.522  0.28
H: -2.582 -1.148 -1.884  0.43
H: -2.881 1.646 -2.238  -0.37

***

[3]
Formula: C24H28GeN4S4W
Source: the OMol25 dataset
Level of theory: the ωB97M-V functional and the def2-TZVPD basis

Properties
Multiplicity: 3
Net charge: -2
Expectation value of S²: 2.017
Relative energy (zero: lowest compared OMol25 entry of this formula, charge and spin) in eV: 0.0000

Last column: Mulliken spin population.
Positions of all 62 atoms, in Å:
W: 0.248 -0.007 -0.042  0.87
Ge: 1.480 -2.905 -1.892  0.03
S: 1.677 0.633 -1.774  0.04
S: 2.313 0.390 1.122  -0.03
S: -1.488 0.528 -1.607  0.11
S: 0.126 -2.330 1.189  -0.01
N: -1.915 0.291 -5.404  0.15
N: 2.453 0.642 -5.298  0.18
N: -1.390 0.234 1.732  0.00
N: 0.066 2.444 0.494  0.00
C: -0.599 0.556 -3.173  0.32
C: -2.099 1.514 1.627  0.00
C: 1.101 4.236 1.941  0.00
C: 0.095 -1.941 -0.666  -0.03
C: 0.807 0.608 -3.279  0.24
C: -2.206 -0.917 1.578  0.00
C: 1.611 0.624 -4.468  -0.01
C: -0.694 0.215 3.070  0.01
C: 0.832 -2.607 -3.773  0.00
C: -3.617 -0.729 1.475  0.05
C: -1.662 -2.236 1.511  -0.02
C: 3.298 3.857 2.925  0.00
C: 0.990 -4.799 -1.392  0.01
C: 2.239 2.109 1.590  0.01
C: 3.466 -2.726 -1.772  0.01
C: -2.520 -3.361 1.560  -0.01
C: -1.330 0.436 -4.409  -0.01
C: -3.910 -3.119 1.411  0.02
C: -1.325 2.643 0.990  -0.02
C: 1.128 2.940 1.381  0.01
C: 0.097 3.356 -0.722  0.00
C: 3.333 2.641 2.265  0.00
C: -4.436 -1.823 1.329  -0.01
C: 2.143 4.599 2.822  0.00
H: 1.070 3.262 -1.213  0.01
H: 4.220 2.043 2.294  0.00
H: -0.045 4.438 -0.453  0.00
H: 1.480 -5.594 -1.960  0.00
H: -0.119 -4.945 -1.509  0.00
H: -1.893 2.929 0.150  0.02
H: 0.830 -3.624 -4.223  0.00
H: -0.692 3.053 -1.458  0.00
H: -0.096 1.125 3.175  0.00
H: -5.538 -1.780 1.276  0.00
H: 4.117 4.176 3.545  0.00
H: -3.088 1.370 1.146  -0.01
H: 0.223 4.878 1.822  0.00
H: -0.010 -0.642 3.180  0.00
H: -4.111 0.189 1.700  0.00
H: -0.175 -2.237 -3.759  0.00
H: 1.994 5.452 3.459  0.00
H: -2.367 1.811 2.654  0.00
H: -0.888 -2.232 -1.132  0.04
H: -4.616 -3.977 1.469  0.00
H: -1.384 3.558 1.645  0.00
H: 3.810 -3.077 -0.786  0.00
H: -2.101 -4.348 1.713  0.00
H: 3.773 -1.677 -1.944  0.00
H: 3.963 -3.466 -2.418  0.00
H: 1.232 -4.888 -0.317  0.00
H: 1.532 -2.011 -4.298  0.02
H: -1.431 0.218 3.897  0.00

***

[4]
Formula: C24H28N2O5
Source: the OMol25 dataset
Level of theory: the ωB97M-V functional and the def2-TZVPD basis

Properties
Multiplicity: 1
Relative energy (zero: lowest compared OMol25 entry of this formula, charge and spin) in eV: 3.7875

Last column: natural (NBO) charge in e.
Positions of all 59 atoms, in Å:
O: 1.984 -1.476 3.207  -0.54
O: -0.118 -1.946 3.738  -0.62
O: 1.379 2.443 3.382  -0.60
O: -2.310 1.690 6.097  -0.73
O: 2.764 0.726 3.030  -0.53
N: 0.345 0.394 6.046  -0.26
N: -3.224 -0.407 6.306  -0.46
C: 0.676 -1.101 3.348  0.78
C: 2.705 0.119 6.283  -0.22
C: 1.507 1.254 3.153  0.79
C: -4.547 0.630 2.541  -0.24
C: 1.466 -0.420 6.047  0.01
C: -0.899 0.813 3.406  0.04
C: 0.361 0.318 3.126  -0.47
C: -2.140 0.310 2.847  -0.05
C: -0.899 -0.195 5.814  -0.27
C: 2.870 1.498 6.392  -0.19
C: -3.090 -1.784 6.819  -0.20
C: -3.461 -1.333 1.628  -0.23
C: 2.382 -0.535 0.982  -0.67
C: 1.753 2.307 6.251  -0.18
C: -4.621 -0.579 1.834  -0.17
C: -4.581 0.108 6.140  -0.20
C: -2.225 -0.864 2.069  -0.16
C: -3.328 1.059 3.053  -0.18
C: -2.142 0.449 6.121  0.62
C: -3.030 -2.887 5.777  -0.63
C: 0.491 1.758 6.147  0.01
C: 4.251 -1.107 2.605  -0.63
C: -4.977 1.223 7.084  -0.63
C: 2.828 -0.585 2.428  0.54
H: -5.583 -0.919 1.447  0.21
H: 4.941 -0.492 2.019  0.22
H: 4.536 -1.066 3.661  0.23
H: -4.295 2.066 6.956  0.25
H: -1.314 -1.407 1.837  0.22
H: 2.377 -1.550 0.571  0.23
H: -3.517 -2.286 1.103  0.22
H: -5.239 -0.757 6.278  0.19
H: -0.938 1.828 3.797  0.24
H: -0.423 2.341 6.080  0.28
H: -5.998 1.536 6.847  0.20
H: 3.545 -0.565 6.368  0.23
H: -4.011 -3.030 5.309  0.21
H: 4.306 -2.142 2.255  0.23
H: -4.948 0.875 8.122  0.20
H: -4.691 0.456 5.101  0.20
H: -3.253 1.999 3.607  0.23
H: 3.852 1.931 6.556  0.23
H: 1.388 -0.091 0.880  0.24
H: 1.269 -1.487 5.947  0.24
H: -3.970 -1.944 7.456  0.20
H: -2.764 -3.821 6.284  0.21
H: -5.444 1.237 2.701  0.22
H: 3.104 0.069 0.421  0.23
H: -0.875 -1.278 5.803  0.23
H: 1.823 3.393 6.223  0.24
H: -2.198 -1.821 7.461  0.20
H: -2.285 -2.699 4.997  0.23

***

The records above give, respectively, electronic energy values of -2711.8040; -3136.6413; -4887.0275; -1417.0160 a.u..